Density functional theory data (ωB97M-V/def2-TZVPD) for 2 unconnected molecules or ions with the total composition C4H8NO3 in a non-equilibrium geometry.

```
16
C4H8NO3, DFT ωB97M-V/def2-TZVPD
C 0.313 1.519 1.721
C -0.150 0.301 2.497
O -0.165 0.283 3.730
N -0.522 -0.735 1.740
H -0.809 -1.520 2.310
H -0.492 -0.836 0.686
H 0.633 1.217 0.728
H 1.073 2.019 2.297
H -0.491 2.254 1.657
C -0.003 -0.552 -3.145
C 0.253 -0.795 -1.649
O -0.628 -0.293 -0.876
O 1.284 -1.386 -1.294
H -0.146 0.519 -3.291
H -0.960 -1.014 -3.382
H 0.810 -0.979 -3.728
```

Kohn-Sham gap	8.93	eV
charge	-1
HOMO level	-4.847	eV
energy relative to the best compared isomer or geometry (same formula, charge and spin)	2.9	kcal/mol

Atomic partial charges in e from the natural (NBO) method, atoms 1 to 2: atom 1 (C): -0.713, atom 2 (C): 0.671



Density functional theory data (ωB97M-V/def2-TZVPD) for 2 unconnected molecules or ions with the total composition C4H7N4 in a non-equilibrium geometry.

```
15
C4H7N4, DFT ωB97M-V/def2-TZVPD
C -2.582 0.339 0.238
C -1.507 0.977 0.771
C 2.965 -0.069 -0.065
C -0.844 -0.696 -0.488
N -2.144 -0.703 -0.499
N -0.436 0.251 0.300
N 3.970 -0.289 0.535
N 1.814 0.233 -0.386
H -3.694 0.611 0.269
H -1.401 1.817 1.548
H -0.164 -1.232 -1.180
H -2.835 -1.403 -0.975
H 4.778 -0.566 0.998
H 1.465 0.426 -1.372
H 0.615 0.304 0.309
```

Kohn-Sham gap	11.19	eV
charge	+1
HOMO level	-14.004	eV
energy relative to the best compared isomer or geometry (same formula, charge and spin)	29.2	kcal/mol

Atomic partial charges in e from the natural (NBO) method, atoms 1 to 2: atom 1 (C): -0.059, atom 2 (C): -0.065



Density functional theory data (ωB97M-V/def2-TZVPD) for a molecular structure, C20H21N4S2SiV in a non-equilibrium geometry.

```
49
C20H21N4S2SiV, DFT ωB97M-V/def2-TZVPD
V 0.318 -0.353 0.076
C 4.100 4.718 1.546
Si 3.126 4.250 -0.009
C 4.101 4.711 -1.564
C 1.447 5.103 -0.008
C 3.139 2.327 0.004
C 4.387 1.715 0.013
C 4.526 0.330 0.023
C 3.387 -0.440 0.033
N 2.160 0.105 0.027
C 2.037 1.463 0.005
S 0.374 1.960 -0.038
H 4.261 5.795 1.588
H 5.080 4.243 1.571
H 3.574 4.430 2.456
H 4.263 5.788 -1.609
H 3.577 4.419 -2.474
H 5.082 4.236 -1.586
H 1.612 6.182 -0.006
H 0.854 4.858 0.871
H 0.854 4.860 -0.887
H 5.274 2.336 0.008
H 5.502 -0.131 0.025
H 3.467 -1.520 0.049
N -3.712 -1.682 0.124
C -4.700 -0.678 0.130
C -6.039 -1.031 0.113
C -7.021 -0.048 0.097
C -6.662 1.286 0.084
C -5.318 1.642 0.108
C -4.344 0.665 0.140
S -2.631 1.161 0.230
N -1.792 -0.302 0.108
C -2.379 -1.462 0.061
C -1.452 -2.583 -0.070
C -1.783 -3.924 -0.230
C -0.772 -4.865 -0.315
C 0.552 -4.444 -0.256
C 0.806 -3.095 -0.136
N -0.162 -2.171 -0.040
H -4.043 -2.631 0.173
H -6.315 -2.078 0.114
H -8.062 -0.334 0.093
H -7.419 2.057 0.059
H -5.026 2.683 0.109
H -2.815 -4.232 -0.305
H -1.009 -5.912 -0.431
H 1.367 -5.149 -0.319
H 1.821 -2.723 -0.119
```

Kohn-Sham gap (spin up / spin down)	6.48 / 6.42	eV
charge	+1
<S²>	3.771
spin multiplicity	4
HOMO level (spin up / spin down)	-10.366 / -10.486	eV

Atomic partial charges in e from the natural (NBO) method, atoms 1 to 2: atom 1 (V): 1.074, atom 2 (C): -1.101



Density functional theory data (ωB97M-V/def2-TZVPD) for a molecular structure, C27H42BrI2NO8 in a non-equilibrium geometry.

```
81
C27H42BrI2NO8, DFT ωB97M-V/def2-TZVPD
C 1.458 -0.505 -3.737
C 1.754 0.969 -4.309
C 0.609 1.239 -5.390
C 3.199 0.912 -4.918
C 3.901 2.317 -5.162
C 3.474 3.459 -4.202
C 2.983 4.757 -4.719
Br 2.833 5.004 -6.665
C 2.609 5.874 -3.835
C 2.696 5.736 -2.358
C 3.163 4.452 -1.813
I 3.271 4.157 0.335
C 3.561 3.349 -2.727
I 4.292 1.546 -1.760
C 2.303 6.955 -1.471
O 2.776 7.213 -0.388
C 1.247 7.943 -2.049
C 1.182 8.071 -3.414
N 0.300 8.966 -4.066
C 2.132 7.252 -4.356
O 2.452 7.764 -5.402
H 1.289 -1.197 -4.610
H 0.613 -0.520 -3.006
H 2.418 -0.839 -3.241
H 1.628 1.651 -3.433
H 0.981 1.709 -6.333
H -0.179 1.845 -4.864
H 0.108 0.256 -5.627
H 3.899 0.237 -4.350
H 3.104 0.427 -5.937
H 5.007 2.157 -4.983
H 3.802 2.561 -6.246
H 0.575 8.549 -1.399
H -0.544 9.152 -3.529
H 0.109 8.707 -5.032
C -3.805 2.533 3.385
O -2.462 2.242 3.061
C -1.666 1.997 4.214
C -0.510 1.068 3.882
O -0.893 -0.302 3.778
C -1.640 -0.667 2.620
C -0.814 -0.680 1.347
O -0.613 0.643 0.867
C 0.570 0.768 0.104
H -3.871 3.459 3.964
H -4.359 2.656 2.454
H -4.256 1.705 3.944
H -2.270 1.554 5.014
H -1.272 2.964 4.553
H 0.196 1.106 4.716
H 0.033 1.395 2.995
H -2.534 -0.050 2.516
H -1.982 -1.688 2.807
H -1.344 -1.239 0.565
H 0.149 -1.166 1.544
H 1.444 0.481 0.699
H 0.681 1.815 -0.180
H 0.512 0.156 -0.802
C -3.169 -9.420 3.867
O -2.191 -8.446 3.569
C -1.958 -8.318 2.172
C -1.486 -6.915 1.831
O -2.536 -5.950 1.809
C -3.072 -5.563 3.072
C -2.134 -4.691 3.888
O -1.120 -5.480 4.499
C 0.062 -4.745 4.741
H -2.833 -10.414 3.553
H -3.328 -9.423 4.945
H -4.120 -9.173 3.381
H -2.870 -8.542 1.607
H -1.180 -9.042 1.901
H -1.094 -6.935 0.811
H -0.668 -6.593 2.477
H -3.410 -6.431 3.640
H -3.960 -4.971 2.840
H -2.691 -4.192 4.690
H -1.686 -3.932 3.237
H 0.461 -4.337 3.805
H 0.804 -5.426 5.157
H -0.122 -3.937 5.455
```

Kohn-Sham gap	7.74	eV
HOMO level	-8.875	eV

Atomic partial charges in e from the Mulliken method, atoms 1 to 2: atom 1 (C): -1.479, atom 2 (C): 1.081